1.
Entry from OMol25: 2 unconnected molecules or ions with the total composition C7H10O2P (ωB97M-V with the def2-TZVPD basis set).

```
20
Properties=species:S:1:pos:R:3:mulliken_charge:R:1
C -2.6693 -0.9008 0.6374 -1.08
C 2.1544 -1.8295 0.5436 -0.66
C -1.9068 0.0483 0.0710 -0.26
C 2.4547 -0.9940 -0.3884 -0.12
C -0.3011 2.1975 0.3464 -0.62
C -0.6838 0.6866 0.5665 0.11
C 0.3248 1.1227 -0.4966 -0.75
O 2.9757 0.7943 1.5766 -0.68
O 3.6289 1.5488 -0.7815 -0.73
P 2.8138 0.6674 0.1143 0.91
H -3.4444 -1.1993 0.0374 0.28
H -2.4684 -1.3740 1.5291 0.36
H 1.5656 -2.6890 0.5181 0.30
H 2.5414 -1.7511 1.6113 0.19
H -2.1949 0.2748 -0.9457 0.15
H 2.0322 -1.1003 -1.4278 0.26
H -1.2224 2.6082 -0.1347 0.30
H 0.1532 2.6623 1.2977 0.26
H -0.3776 0.4351 1.5004 0.51
H -0.1348 1.0326 -1.4395 0.27
```

lowest unoccupied orbital energy: 3.6854 eV
energy relative to the best compared isomer or geometry (same formula, charge and spin): 210.86 kJ/mol
highest occupied orbital energy: -3.738 eV
charge: -1
calculated total energy: -20803.2485 eV

2.
Entry from OMol25: a molecular structure, C34H76IN5O12PS (ωB97M-V with the def2-TZVPD basis set).

```
130
Properties=species:S:1:pos:R:3:mulliken_charge:R:1
C 6.3371 -2.2090 2.2122 -1.39
C 5.1920 -3.1177 1.7356 -0.15
C 3.8070 -2.5978 2.1609 -0.43
C 3.6500 -1.1576 1.6775 -1.31
C 2.1822 -0.6296 1.6505 -1.76
C 1.9250 0.6651 2.4656 1.14
C 2.4613 0.4868 3.8800 -1.58
C 2.0340 -0.8073 4.5909 -0.19
O 2.8188 -1.3096 5.3069 -0.52
N 0.7008 -1.3360 4.4306 0.26
C 0.0509 -1.1175 5.7623 -1.51
C 0.7215 -2.8105 4.2135 -0.87
N 0.4520 0.8265 2.3663 1.00
C -0.2525 1.4709 3.4713 0.70
C -1.7620 1.5275 3.2480 -0.75
O -2.4380 2.3548 3.7229 -0.35
C 0.2012 1.3527 1.1132 -1.41
N -0.8231 0.9737 0.4115 0.36
P -1.1181 1.5830 -1.2436 0.17
N -2.2807 0.5845 -1.9765 -0.61
O -1.9251 3.0052 -0.9674 -0.49
N 1.1944 2.1988 0.7844 1.12
C 0.8689 3.5742 0.3774 -1.91
C -0.1098 4.2746 1.3258 0.83
O -0.2539 5.5612 0.7944 -0.43
C -1.3961 6.2653 1.3356 0.13
C -0.8802 7.5111 2.1082 -1.14
C 2.3253 1.9553 1.6864 -0.64
S 3.7713 1.7106 0.5360 -0.13
I 3.0150 3.5805 2.9717 0.28
H 6.1318 -1.7272 3.1704 0.27
H 7.3002 -2.7098 2.2596 0.43
H 6.4531 -1.3867 1.5015 0.29
H 5.3640 -4.0966 2.1757 0.10
H 5.2517 -3.1774 0.6500 0.30
H 3.0600 -3.2739 1.7372 0.32
H 3.7820 -2.6946 3.2474 0.00
H 4.0111 -1.1594 0.6466 0.80
H 4.3347 -0.5031 2.2041 0.56
H 1.9221 -0.4861 0.5977 0.73
H 1.5376 -1.4316 1.9966 0.70
H 2.1428 1.2829 4.5567 0.83
H 3.5416 0.5145 3.9064 0.41
H 0.5278 -1.7806 6.4897 0.61
H 0.2265 -0.1035 6.1232 0.53
H -1.0069 -1.3577 5.7201 0.32
H 1.7199 -3.2154 4.1009 0.24
H 0.1424 -3.3315 4.9659 0.39
H 0.2054 -2.9999 3.2670 0.36
H -0.1307 0.9496 4.4124 -0.02
H 0.0482 2.5196 3.5673 0.15
H -2.2246 0.7198 2.6352 0.29
H -1.4693 0.2903 0.7899 0.43
H -3.2080 0.9279 -1.7141 0.30
H -2.2400 0.7575 -2.9819 0.30
H -2.7284 2.8280 -0.4471 0.36
H 0.3910 3.6118 -0.5942 0.25
H 1.7515 4.1941 0.2697 0.51
H 0.2955 4.3800 2.3399 0.16
H -1.0669 3.7434 1.3755 0.14
H -1.9981 5.6275 1.9773 -0.01
H -1.9509 6.6338 0.4763 0.33
H 0.1843 7.5941 1.9124 0.39
H -1.0835 7.3774 3.1661 0.19
H -1.3360 8.4073 1.6966 0.34
H 4.2771 2.9589 0.5233 0.22
C -3.8532 5.0371 4.4329 -0.77
O -3.8778 6.2591 3.7112 -0.23
C -5.1538 6.8905 3.7311 -0.55
C -5.1852 8.0474 4.7061 -0.58
O -5.0819 7.5966 6.0484 -0.37
C -3.7906 7.7886 6.5998 -0.63
H -2.8157 4.7190 4.5145 0.11
H -4.2645 5.1520 5.4385 0.44
H -4.4128 4.2677 3.8920 0.33
H -5.9409 6.1683 3.9655 0.37
H -5.3371 7.2752 2.7227 0.38
H -6.1479 8.5592 4.6121 0.39
H -4.3955 8.7684 4.4746 0.31
H -3.6099 8.8529 6.7814 0.34
H -3.0097 7.3906 5.9461 0.19
H -3.7524 7.2612 7.5518 0.25
C 4.5098 -5.6909 -1.2174 -0.89
O 5.1725 -5.9312 0.0108 -0.25
C 4.4851 -6.8689 0.8289 -0.32
C 5.1420 -8.2318 0.7865 -0.78
O 5.0034 -8.8334 -0.4913 -0.37
C 6.1887 -8.7654 -1.2675 -0.67
H 5.1796 -5.1098 -1.8505 0.26
H 4.2618 -6.6222 -1.7314 0.44
H 3.5950 -5.1100 -1.0484 0.30
H 3.4321 -6.9397 0.5393 0.37
H 4.5286 -6.4899 1.8562 0.35
H 4.6397 -8.8862 1.5060 0.39
H 6.1953 -8.1606 1.0729 0.35
H 6.9471 -9.4420 -0.8611 0.33
H 6.5875 -7.7488 -1.3064 0.27
H 5.9435 -9.0842 -2.2794 0.24
C 0.3713 -2.1256 -7.6345 -0.62
O 0.1672 -0.9215 -8.3524 -0.40
C -1.1682 -0.4431 -8.2579 -0.12
C -1.2727 0.7110 -7.2860 -0.64
O -1.0377 0.2868 -5.9438 -0.21
C 0.2561 0.6278 -5.4779 -0.87
H 1.4422 -2.3234 -7.6121 0.26
H 0.0058 -2.0499 -6.6066 0.22
H -0.1281 -2.9586 -8.1399 0.30
H -1.8538 -1.2479 -7.9758 -0.02
H -1.4536 -0.0896 -9.2534 0.38
H -2.2910 1.1096 -7.3213 0.39
H -0.5852 1.5143 -7.5652 0.40
H 0.3215 1.7094 -5.3128 0.31
H 1.0370 0.3153 -6.1743 0.39
H 0.4120 0.1173 -4.5263 0.25
C -6.8460 -2.5355 -5.9096 -0.65
O -6.3051 -3.8298 -6.1062 -0.38
C -5.6015 -3.9552 -7.3346 -0.63
C -4.1041 -3.9135 -7.1212 -0.54
O -3.6736 -2.6268 -6.6899 -0.18
C -3.3935 -2.5791 -5.3029 -0.74
H -7.2075 -2.4774 -4.8836 0.24
H -6.0943 -1.7565 -6.0623 0.23
H -7.6894 -2.3690 -6.5873 0.33
H -5.9120 -3.1813 -8.0425 0.34
H -5.8682 -4.9278 -7.7592 0.38
H -3.6077 -4.1141 -8.0759 0.36
H -3.7942 -4.6852 -6.4109 0.37
H -2.4736 -3.1318 -5.0820 0.33
H -4.2175 -2.9868 -4.7117 0.46
H -3.2459 -1.5344 -5.0290 0.07
```

lowest unoccupied orbital energy: -3.2669 eV
highest occupied orbital energy: -10.726 eV
charge: +1
calculated total energy: -96723.1304 eV

3.
Entry from OMol25: 2 unconnected molecules or ions with the total composition C2H8N3 (ωB97M-V with the def2-TZVPD basis set).

```
13
Properties=species:S:1:pos:R:3:mulliken_charge:R:1
C -1.4065 -0.5402 0.8182 -1.03
C -1.4027 0.7727 -0.0720 -0.13
N 0.8004 0.8997 -1.1830 -0.25
N 2.3915 -0.2916 -0.4102 -0.73
N -0.2210 0.8354 -0.7476 0.63
H -2.5084 -0.6513 1.1510 0.34
H -1.2032 -1.5336 0.2185 0.33
H -0.7490 -0.4922 1.6612 0.37
H -1.4606 1.6102 0.6045 0.28
H -2.2402 0.7113 -0.9422 0.32
H 2.5450 -0.0374 0.5680 0.28
H 2.3435 -1.2952 -0.5802 0.28
H 3.1112 0.0122 -1.0862 0.31
```

lowest unoccupied orbital energy: -4.6161 eV
energy relative to the best compared isomer or geometry (same formula, charge and spin): 359.66 kJ/mol
highest occupied orbital energy: -14.348 eV
charge: +1
calculated total energy: -6664.9014 eV

4.
Entry from OMol25: 2 unconnected molecules or ions with the total composition C5H13NO2 (ωB97M-V with the def2-TZVPD basis set).

```
21
Properties=species:S:1:pos:R:3:mulliken_charge:R:1
C 2.1228 -0.5361 0.3775 -1.51
C 0.7559 -0.2717 0.8898 0.21
C 0.0117 -1.7001 0.8993 -1.12
N -0.1948 0.6840 0.2908 0.20
C -0.2870 1.9098 1.0147 -0.94
C -0.8557 0.5032 -0.8743 0.33
O -0.7117 -0.4623 -1.6101 -0.77
H 2.1743 -0.6868 -0.6670 0.35
H 2.8105 0.3655 0.3920 0.34
H 2.7110 -1.2817 0.8770 0.43
H 0.8802 0.0687 1.9229 0.29
H -0.6988 -1.8204 1.7986 0.24
H 0.9238 -2.3353 0.9924 0.37
H -0.4646 -1.8666 -0.0448 0.34
H 0.6875 2.4533 0.9675 0.31
H -1.0628 2.5163 0.6087 0.35
H -0.4136 1.7431 2.1038 0.29
H -1.7254 1.1887 -0.9061 0.30
O -2.3891 0.1300 -3.2227 -0.67
H -1.4242 -0.0223 -3.0346 0.39
H -2.8500 -0.5793 -2.7752 0.29
```

lowest unoccupied orbital energy: 0.7254 eV
energy relative to the best compared isomer or geometry (same formula, charge and spin): 190.76 kJ/mol
highest occupied orbital energy: -9.696 eV
charge: 0
calculated total energy: -10979.9019 eV
structure (SMILES): CC(C)N(C)C=O.O

The lowest highest occupied orbital energy belongs to which entry?
C2H8N3

What is the formula in the fourth record?
C5H13NO2

Which value of calculated total energy does entry 3 give?
-6664.9014 eV

Which value of calculated total energy does entry 3 give?
-6664.9014 eV